Record 1
{"formula": "C5H13N2", "method": "the ωB97M-V functional and the def2-TZVPD basis", "e_above_lowest_kcal_mol": 66.8, "smiles": "C[C@H](N)C/C=C/[NH3+]", "total_energy_ev": -8367.9150, "homo_ev": -11.58, "max_force_ev_per_a": 1.61, "charge": 1, "e_lumo_ev": -3.7646, "mol_weight_g_mol": 101.17, "species": ["C", "C", "C", "C", "C", "N", "N", "H", "H", "H", "H", "H", "H", "H", "H", "H", "H", "H", "H", "H"], "positions_angstrom": [[0.5920, -1.9792, 0.4177], [1.1209, -0.5102, 0.5774], [0.0428, 0.4724, 1.0698], [-0.7497, 1.0355, -0.0574], [-0.9969, 0.4981, -1.2353], [-2.1065, 1.1062, -2.0478], [2.2592, -0.5102, 1.4631], [1.0928, -2.7009, 1.0490], [0.6882, -2.2562, -0.6365], [-0.4859, -2.0400, 0.6189], [1.5151, -0.3141, -0.4222], [0.5010, 1.1936, 1.7373], [-0.6583, -0.1528, 1.6330], [-1.0751, 2.0658, 0.0716], [-0.7102, -0.4561, -1.6249], [-2.9809, 0.6771, -1.7425], [-2.0321, 0.9894, -3.0464], [-2.1089, 2.1076, -1.8384], [3.0829, -0.8915, 1.0439], [2.4427, 0.0133, 2.2815]]}

---

Record 2
{"formula": "C6H14N2", "method": "the ωB97M-V functional and the def2-TZVPD basis", "e_above_lowest_kcal_mol": 44.6, "smiles": "[H]/N=C(/C)[C@@H](C)N(C)C", "total_energy_ev": -9427.5492, "homo_ev": -8.54, "max_force_ev_per_a": 5.81, "charge": 0, "e_lumo_ev": 0.8800, "mol_weight_g_mol": 114.19, "species": ["C", "C", "C", "C", "C", "N", "C", "N", "H", "H", "H", "H", "H", "H", "H", "H", "H", "H", "H", "H", "H", "H"], "positions_angstrom": [[0.3125, 0.1114, 0.4697], [-1.9610, -1.0603, 0.8644], [-1.5840, -0.1953, -1.3263], [0.0870, 1.6150, 0.3908], [2.7521, 0.4027, 0.2267], [-0.9754, -0.7672, -0.1471], [1.4086, -0.4580, -0.3057], [1.5834, -1.4501, -1.0237], [0.3735, -0.2378, 1.5040], [0.7255, -1.9883, -1.1602], [-1.4858, -1.5684, 1.7056], [-2.4904, -0.1649, 1.2365], [-2.1724, 0.7147, -1.1149], [-0.8090, 0.0482, -2.0541], [-2.7157, -1.7448, 0.4628], [-2.2696, -0.9192, -1.7809], [-0.9316, 1.8414, 0.7035], [0.7697, 2.1428, 1.0525], [0.2190, 1.9810, -0.6249], [3.5851, -0.2707, 0.0496], [2.7550, 0.6833, 1.2766], [2.8236, 1.2846, -0.4050]]}

---

Record 3
{"formula": "C36H93N7O11", "method": "the ωB97M-V functional and the def2-TZVPD basis", "e_above_lowest_kcal_mol": 0.0, "s2": 0.76, "total_energy_ev": -71775.1089, "homo_ev": [-10.27, -10.27], "max_force_ev_per_a": 4.38, "charge": 1, "spin_multiplicity": 2, "e_lumo_ev": [-2.1276, -7.8198], "mol_weight_g_mol": 800.18, "species": ["C", "O", "C", "C", "N", "C", "C", "O", "C", "H", "H", "H", "H", "H", "H", "H", "H", "H", "H", "H", "H", "H", "H", "H", "C", "O", "C", "C", "N", "C", "C", "O", "C", "H", "H", "H", "H", "H", "H", "H", "H", "H", "H", "H", "H", "H", "H", "H", "C", "O", "C", "C", "N", "C", "C", "O", "C", "H", "H", "H", "H", "H", "H", "H", "H", "H", "H", "H", "H", "H", "H", "H", "C", "O", "C", "C", "N", "C", "C", "O", "C", "H", "H", "H", "H", "H", "H", "H", "H", "H", "H", "H", "H", "H", "H", "H", "C", "C", "C", "O", "C", "N", "H", "H", "H", "H", "H", "H", "H", "H", "H", "H", "H", "C", "C", "C", "O", "C", "N", "H", "H", "H", "H", "H", "H", "H", "H", "H", "H", "H", "C", "C", "C", "O", "C", "N", "H", "H", "H", "H", "H", "H", "H", "H", "H", "H", "H"], "positions_angstrom": [[2.7063, -8.1790, 11.3204], [1.8242, -9.2919, 11.0915], [2.4682, -10.4464, 11.5838], [1.6685, -11.6973, 11.1036], [1.4007, -11.6585, 9.6201], [2.5623, -12.0812, 8.8211], [2.8204, -11.1217, 7.6157], [3.5012, -9.9572, 7.9453], [3.8326, -9.1663, 6.7934], [3.6452, -8.2561, 10.7721], [3.0852, -8.2653, 12.3387], [2.1906, -7.2302, 11.1724], [2.4257, -10.3748, 12.6706], [3.5195, -10.4505, 11.2958], [0.7253, -11.8246, 11.6348], [2.1983, -12.5776, 11.4676], [1.3982, -10.6660, 9.4328], [2.3631, -13.0847, 8.4453], [3.4828, -12.1587, 9.3997], [1.8731, -10.7510, 7.2242], [3.2911, -11.7471, 6.8570], [4.5210, -8.3694, 7.0749], [2.9571, -8.6497, 6.4000], [4.3583, -9.7151, 6.0120], [8.5523, -5.8515, 2.5665], [8.2636, -4.6779, 3.2853], [7.1858, -4.8993, 4.2293], [6.9805, -3.6715, 5.0930], [6.5638, -2.5909, 4.2031], [6.4619, -1.2589, 4.9073], [6.0997, -0.3184, 3.7692], [7.1297, -0.1386, 2.7609], [7.0761, 0.9875, 1.9041], [8.9850, -6.6005, 3.2298], [9.3083, -5.7143, 1.7934], [7.6316, -6.1348, 2.0563], [7.3025, -5.8031, 4.8274], [6.2366, -5.0864, 3.7271], [7.9347, -3.4556, 5.5737], [6.2574, -3.8160, 5.8957], [7.3682, -2.5241, 3.5960], [7.4164, -1.0324, 5.3826], [5.6980, -1.1535, 5.6776], [5.9263, 0.6654, 4.2052], [5.1566, -0.6162, 3.3112], [7.2165, 1.8929, 2.4946], [6.1523, 1.0906, 1.3349], [7.8627, 0.9437, 1.1508], [12.1666, -11.2769, 3.2876], [11.4859, -10.8817, 2.1037], [10.2283, -10.4241, 2.4103], [9.5228, -10.0528, 1.0641], [9.7536, -8.6464, 0.7192], [9.1002, -8.3906, -0.5518], [7.5574, -8.3081, -0.5205], [6.8522, -9.5671, -0.6847], [5.4829, -9.5417, -0.5680], [13.1555, -11.6072, 2.9694], [11.6796, -12.1482, 3.7253], [12.4143, -10.4499, 3.9530], [10.1976, -9.4995, 2.9866], [9.5406, -11.0709, 2.9551], [8.4522, -10.2545, 1.0982], [9.9186, -10.5651, 0.1872], [10.7247, -8.3736, 0.7695], [9.2683, -9.1896, -1.2739], [9.4207, -7.4769, -1.0525], [7.0966, -7.7259, -1.3185], [7.2580, -7.8072, 0.4001], [4.9721, -8.8858, -1.2728], [5.2491, -9.2163, 0.4456], [4.9905, -10.4782, -0.8300], [13.6016, -12.4735, 6.6705], [12.4400, -13.2929, 7.1510], [11.4841, -13.5484, 6.1747], [10.2660, -14.2215, 6.7565], [9.2525, -14.4123, 5.7197], [8.1585, -15.2894, 6.1871], [7.2239, -15.7485, 5.0121], [7.6632, -17.0744, 4.6552], [6.9716, -17.4880, 3.4343], [14.3468, -13.0230, 6.0953], [14.1188, -12.0735, 7.5425], [13.2232, -11.5884, 6.1591], [11.8145, -14.1928, 5.3600], [11.1643, -12.6075, 5.7267], [9.9269, -13.7785, 7.6929], [10.6576, -15.1745, 7.1121], [9.5422, -14.6253, 4.7759], [7.4794, -14.6542, 6.7559], [8.6139, -16.0977, 6.7592], [7.2321, -14.9560, 4.2638], [6.2421, -15.8945, 5.4626], [7.1708, -18.5407, 3.2336], [7.3987, -16.9682, 2.5767], [5.9045, -17.2660, 3.4354], [10.7719, -8.5178, 8.4872], [11.6428, -9.8357, 8.6487], [12.7696, -9.8474, 9.7854], [13.7943, -8.8766, 9.4545], [14.9713, -8.8147, 10.2070], [10.6975, -10.9195, 8.8394], [9.9245, -8.4390, 9.1682], [10.2957, -8.4866, 7.5073], [11.4375, -7.6635, 8.6112], [12.2316, -10.0002, 7.7463], [13.2001, -10.8483, 9.8172], [12.4236, -9.6676, 10.8033], [15.7663, -8.2803, 9.6869], [15.3456, -9.8299, 10.3390], [14.8536, -8.4147, 11.2141], [9.8921, -10.7979, 8.2422], [11.0708, -11.8150, 8.5586], [6.3768, -11.8301, 5.4200], [7.6719, -11.0408, 5.5896], [7.4025, -9.5249, 5.7271], [6.4977, -8.9491, 4.7955], [6.9109, -9.1112, 3.4055], [8.4479, -11.6374, 6.6888], [6.4794, -12.9133, 5.4847], [5.9703, -11.6488, 4.4250], [5.5954, -11.5275, 6.1170], [8.2457, -11.2210, 4.6806], [8.3790, -9.0438, 5.6708], [6.9993, -9.3200, 6.7188], [7.7958, -8.5315, 3.1431], [6.1754, -8.7146, 2.7056], [7.0640, -10.1404, 3.0806], [7.8160, -11.7068, 7.4737], [8.6769, -12.6105, 6.5447], [7.2950, -10.4687, 9.9597], [8.2327, -10.5398, 11.1850], [7.5514, -10.5002, 12.5503], [6.8827, -9.2041, 12.7775], [5.9182, -9.3656, 13.7147], [9.0337, -11.7547, 11.1478], [6.5950, -9.6337, 9.9872], [6.6694, -11.3391, 9.7618], [7.8537, -10.4138, 9.0253], [8.8596, -9.6521, 11.1003], [8.2333, -10.8176, 13.3392], [6.7291, -11.2152, 12.5233], [6.2171, -9.9402, 14.5913], [5.0294, -9.7941, 13.2515], [5.6741, -8.3599, 14.0569], [9.5224, -11.7198, 10.2645], [9.7918, -11.7911, 11.8142]]}

---

Record 4
{"formula": "C5H7N", "method": "the ωB97M-V functional and the def2-TZVPD basis", "e_above_lowest_kcal_mol": 81.0, "smiles": "CC=C=N.C#C", "total_energy_ev": -6785.0001, "homo_ev": -9.06, "max_force_ev_per_a": 0.61, "charge": 0, "e_lumo_ev": 0.8590, "mol_weight_g_mol": 81.12, "species": ["C", "C", "C", "C", "C", "N", "H", "H", "H", "H", "H", "H", "H"], "positions_angstrom": [[2.6478, 0.4649, -0.3020], [0.6158, -0.8218, 0.3373], [1.6124, -0.0405, 0.6700], [-4.1685, 0.9220, -0.2053], [-3.1806, 0.2346, -0.2082], [-0.3791, -1.4735, 0.0087], [3.6407, 0.0687, -0.0604], [2.4058, 0.1750, -1.3280], [2.7090, 1.5579, -0.2652], [1.6848, 0.2421, 1.7172], [-5.0461, 1.5306, -0.2019], [-2.2933, -0.3748, -0.2082], [-0.2487, -2.4852, 0.0461]]}